A single C31H33N3OS2 molecule at a distorted geometry. Source: OMol25; level of theory: ωB97M-V/def2-TZVPD.

```
70
Properties=species:S:1:pos:R:3:forces:R:3
C -1.268129 0.657062 2.634567 0.20 0.12 -0.19
N -0.592412 -0.158329 1.614190 -0.29 -1.05 -0.10
C -0.730924 -1.616606 1.792884 -0.12 0.00 0.29
C -0.121240 0.421982 0.495876 0.70 1.06 -0.58
S 0.133558 2.080032 0.435157 0.37 -0.37 0.82
S 0.234789 -0.713791 -0.844449 -0.18 -2.45 2.25
C 0.818267 -0.259629 -2.537521 0.54 1.39 0.29
C 1.233109 1.168497 -2.567481 0.58 -0.42 -0.80
C 0.611759 2.185164 -3.230708 -0.28 0.29 0.79
N -0.710220 2.491024 -3.108360 -0.17 -0.83 -0.63
C -1.264848 3.811930 -3.397591 -0.22 -0.73 -0.91
C -0.366566 4.990523 -3.071114 -0.07 0.42 0.12
C 0.066753 5.057900 -1.626450 0.25 0.20 0.33
C -0.837497 5.490627 -0.649354 -0.15 0.04 0.14
C -0.467230 5.567023 0.692530 0.21 0.00 0.00
C 0.839688 5.250416 1.071937 0.03 -0.06 -0.17
C 1.754354 4.827300 0.103393 0.01 0.11 -0.03
C 1.370906 4.739459 -1.235877 -0.20 0.01 0.03
C -2.547447 3.819481 -2.587366 -0.82 -0.49 0.84
O -3.314206 4.759943 -2.411042 0.65 -0.66 -0.50
N -2.702264 2.563237 -2.047085 -0.35 1.73 -0.33
C -3.713278 2.320345 -1.045703 -0.03 -0.02 0.15
C -1.535269 1.731709 -2.164202 0.12 0.07 0.97
C -1.918050 0.320198 -2.550145 -1.82 0.15 -0.69
C -2.410955 0.011568 -3.777530 -0.13 0.17 1.48
C -2.371909 -1.345270 -4.288069 -0.50 -1.25 -0.20
C -3.051863 -1.700846 -5.474189 0.39 -0.03 0.36
C -2.907672 -2.974532 -6.022642 0.14 -0.04 0.22
C -2.067203 -3.919617 -5.405739 -0.16 0.32 -0.05
C -1.419186 -3.596013 -4.206576 -0.41 0.05 -0.24
C -1.606202 -2.336873 -3.634689 0.04 -0.03 -0.32
C 1.928904 -1.293423 -2.860938 0.14 0.19 0.62
C 1.892302 -2.278013 -3.862773 -0.20 -0.10 0.49
C 2.619880 -3.472227 -3.689149 0.24 0.32 0.07
C 3.460859 -3.637621 -2.580158 -0.29 0.25 0.12
C 3.645180 -2.558690 -1.698253 0.08 0.09 -0.38
C 2.937351 -1.369735 -1.900313 0.38 -0.80 0.21
H -0.602393 1.462735 2.959974 -0.25 -0.15 -0.01
H -2.183612 1.100529 2.206286 0.32 -0.08 0.25
H -1.519672 -0.004936 3.472413 0.05 0.35 -0.26
H 0.201196 -2.157785 1.575206 -0.31 0.32 -0.14
H -0.967198 -1.771850 2.859054 0.14 -0.08 -0.55
H -1.558531 -2.036450 1.195485 0.36 0.14 0.10
H -0.048734 -0.456538 -3.151228 0.07 0.12 -0.22
H 2.114654 1.402502 -1.969213 0.60 -0.07 -1.15
H 1.194761 2.866016 -3.851922 -0.02 0.62 0.89
H -1.552819 3.829993 -4.460035 0.01 0.40 0.12
H 0.498027 4.988541 -3.738128 -0.05 0.07 0.06
H -0.969255 5.880073 -3.296461 0.17 -0.11 -0.08
H -1.847632 5.781365 -0.949138 0.35 -0.13 0.13
H -1.200737 5.873699 1.445784 0.31 -0.05 -0.32
H 1.146886 5.325137 2.117349 -0.12 -0.07 -0.32
H 2.773308 4.546462 0.385920 -0.37 0.16 -0.05
H 2.082358 4.408782 -1.995362 -0.11 0.08 0.26
H -4.545559 3.006913 -1.234024 0.20 -0.20 0.09
H -4.056895 1.285314 -1.123023 -0.03 0.11 0.03
H -3.316290 2.498103 -0.031568 -0.11 -0.04 -0.27
H -0.981506 1.754968 -1.162251 -0.81 -0.32 -1.74
H -1.989481 -0.414719 -1.723685 0.75 0.39 -1.00
H -2.942157 0.760615 -4.364502 0.91 0.25 -0.40
H -3.683312 -0.944046 -5.942229 0.16 -0.26 -0.04
H -3.448971 -3.227220 -6.938123 0.24 0.03 0.30
H -1.925569 -4.901016 -5.867487 -0.05 0.35 0.20
H -0.766008 -4.326698 -3.724177 -0.24 0.25 -0.10
H -1.119185 -2.108883 -2.683642 -0.13 -0.14 -0.37
H 1.294289 -2.127681 -4.761380 -0.24 -0.22 0.39
H 2.499340 -4.294874 -4.402591 0.11 0.44 0.17
H 3.963781 -4.595397 -2.394298 -0.24 0.47 -0.14
H 4.302840 -2.652981 -0.826919 -0.11 0.07 -0.49
H 3.130005 -0.502849 -1.269998 -0.28 -0.34 0.20
```
Positions in Å, forces in eV/Å.

Computed properties:
**Total charge**: 0
**Kohn-Sham gap**: 0.259 hartree

Atom charges from the natural (NBO) analysis, given in e for atoms 1 to 2: -0.4049, -0.4314

3 unconnected molecules or ions with the total composition C10H10ClN2 at a distorted geometry. Source: OMol25; level of theory: ωB97M-V/def2-TZVPD.

```
23
Properties=species:S:1:pos:R:3:forces:R:3
Cl 1.477332 1.693930 -0.236227 0.41 0.01 0.25
N 0.932212 -1.076130 2.755763 2.13 -0.71 2.31
C 0.673162 -1.814100 3.890253 0.16 1.26 -1.35
C 1.536302 -1.976350 4.963223 -1.57 -0.24 -0.19
C 2.791312 -1.478170 4.879233 2.12 0.85 -0.04
C 3.169622 -0.694340 3.803873 -1.88 -0.24 -2.23
C 2.202962 -0.518820 2.750443 -1.20 -1.35 0.73
H -0.280308 -2.319320 3.935513 -0.32 0.15 -0.16
H 1.153012 -2.431940 5.864293 0.19 -0.46 0.00
H 3.545942 -1.739670 5.606263 -0.02 0.16 0.43
H 4.156062 -0.317270 3.577713 0.14 -0.01 0.48
H 2.422262 -0.051020 1.802033 0.13 0.64 -0.03
N -1.950128 0.184280 -2.598717 0.70 0.45 -0.86
C -3.135708 0.223750 -3.292197 -0.53 1.14 -1.58
C -3.355868 0.988220 -4.451867 1.84 0.44 0.28
C -2.311168 1.814410 -4.910697 -0.38 -0.38 0.12
C -1.128378 1.932270 -4.142647 -0.21 -1.42 1.05
C -0.952118 1.037320 -3.049087 -1.49 0.61 -1.25
H -3.973928 -0.405450 -3.031617 0.10 -0.40 0.73
H -4.168748 1.047110 -5.160507 -0.88 -0.84 0.55
H -2.383888 2.267970 -5.888137 -0.05 0.36 -0.16
H -0.419628 2.651860 -4.525117 0.68 -0.12 0.51
H -0.000318 0.981450 -2.541787 -0.05 0.10 0.40
```
Positions in Å, forces in eV/Å.

Computed properties:
**Total charge**: -2
**Spin multiplicity**: 2
**Kohn-Sham gap (spin up / spin down)**: 0.044 / 0.210 hartree
**ΔE to the lowest compared entry with this formula, charge and spin**: 17.16 kcal/mol

Atom charges from the natural (NBO) analysis, given in e for atoms 1 to 2: -0.9829, -0.3687

DFT total energy? In order: -2236.8223; -956.6545 Ha.